[1]
ORCA calculation (the ωB97M-V functional and the def2-TZVPD basis) on 14 unconnected molecules or ions with the total composition C5H39N2O13 at a distorted geometry.

The geometry in XYZ format:
```
59
C5H39N2O13 | OMol25 | the ωB97M-V functional and the def2-TZVPD basis
C 1.254 2.730 3.599
C 0.359 2.297 2.463
C -0.313 0.959 2.741
C -1.135 0.493 1.581
C -0.633 -0.183 0.547
N -2.489 0.876 1.589
N 1.209 2.162 1.224
H 2.070 2.025 3.786
H 1.695 3.720 3.448
H 0.680 2.831 4.531
H -0.402 3.051 2.247
H -0.917 1.062 3.659
H 0.419 0.172 2.982
H 0.396 -0.494 0.446
H -1.219 -0.534 -0.294
H -2.914 0.973 2.498
H -3.054 0.361 0.928
H 1.820 2.965 1.085
H 0.638 2.060 0.341
H 1.818 1.328 1.254
H 2.322 -4.149 0.974
H 2.436 -2.632 0.734
O 1.810 -3.387 0.691
H 2.269 -0.397 -2.752
H 0.277 -0.620 -3.032
O 1.103 -1.195 -3.127
H 3.352 1.734 -2.439
H 3.954 3.076 -3.000
O 3.482 2.694 -2.244
H -3.068 -2.211 1.079
H -3.189 -2.603 -0.382
O -3.495 -1.920 0.242
H 0.902 -2.014 -2.592
H 0.866 -4.234 -2.162
O 0.533 -3.485 -1.648
H -1.017 2.897 -0.751
H 0.331 3.213 -1.506
O -0.173 2.501 -1.090
H -1.821 -3.744 1.063
H -0.755 -2.741 1.592
O -1.620 -3.118 1.783
H -0.690 1.175 -2.203
H -1.921 0.218 -2.331
O -1.045 0.423 -2.733
H -2.566 2.461 0.625
H -3.041 3.715 -0.159
O -2.294 3.365 0.351
H 1.008 -3.448 -0.778
H 3.756 -0.352 -3.331
O 3.255 0.006 -2.598
H 4.845 -0.636 -0.096
H 3.688 -0.380 -1.083
O 3.903 -0.427 -0.106
H -4.128 -0.031 -2.104
H -3.528 -0.549 -0.799
O -3.453 0.178 -1.462
H -2.393 -4.651 -1.304
H -1.156 -3.661 -1.189
O -2.019 -3.926 -0.789
```

Computed properties:
total charge: +1
lowest unoccupied orbital energy: -2.3 eV
DFT total energy: -35412.9498 eV
relative energy (zero: lowest compared OMol25 entry of this formula, charge and spin): 10.23 kcal per mole
spin multiplicity: 1
HOMO-LUMO gap: 9.45 eV
HOMO: -0.4326 Eh

Löwdin atomic charges, in units of e: -0.043, -0.335, -0.103, -0.385, 0.039, 0.106, 0.208, 0.096, 0.092, 0.101, 0.151, 0.141, 0.140, 0.069, 0.058, 0.117, 0.073, 0.169, 0.094, 0.162, 0.079, 0.069, -0.032, 0.049, 0.044, -0.069, -0.017, 0.037, -0.107, 0.037, 0.022, -0.089, 0.039, 0.096, -0.063, 0.042, 0.094, -0.067, 0.025, 0.023, -0.060, 0.018, 0.009, -0.085, 0.013, 0.078, -0.066, 0.025, 0.073, -0.129, 0.035, -0.016, -0.112, 0.066, 0.001, -0.062, 0.086, 0.033, -0.066

---

[2]
ORCA calculation (the ωB97M-V functional and the def2-TZVPD basis) on 2 unconnected molecules or ions with the total composition C5H3Br3 at a distorted geometry.

The geometry in XYZ format:
```
11
C5H3Br3 | OMol25 | the ωB97M-V functional and the def2-TZVPD basis
C -1.536 0.281 0.708
C -1.293 -0.797 0.009
C 1.898 -0.316 0.402
C 1.622 0.443 -0.584
C -0.908 0.503 -0.653
Br -2.374 0.984 2.184
Br -1.684 -2.577 -0.334
Br -1.416 1.457 -2.037
H 2.935 -0.304 0.658
H 1.221 -0.694 1.145
H 1.534 1.020 -1.498
```

Computed properties:
total charge: 0
lowest unoccupied orbital energy (alpha / beta): 0.4 / 0.5 eV
DFT total energy: -215353.3705 eV
relative energy (zero: lowest compared OMol25 entry of this formula, charge and spin): 65.22 kcal per mole
spin multiplicity: 1
HOMO-LUMO gap (alpha / beta): 7.92 / 7.80 eV
HOMO (alpha / beta): -0.2759 / -0.2684 Eh

Löwdin atomic charges, in units of e: -0.783, -0.785, -0.108, 0.044, -0.838, 0.782, 0.764, 0.796, 0.045, 0.049, 0.034

---

[3]
ORCA calculation (the ωB97M-V functional and the def2-TZVPD basis) on a gas-phase ion, C5H3BrNO3 (charge -1) at a distorted geometry.

The geometry in XYZ format:
```
13
C5H3BrNO3 | OMol25 | the ωB97M-V functional and the def2-TZVPD basis
C 2.699 0.524 -0.123
C 1.218 0.521 0.041
C -0.432 1.314 0.055
C 0.460 -0.664 0.067
C -2.179 -0.498 0.002
N -0.843 0.087 0.152
O 3.385 1.451 -0.351
O -0.923 2.426 -0.069
O 0.413 -1.879 0.080
Br 3.632 -1.248 0.185
H -1.952 -1.582 -0.384
H -2.708 -0.650 0.931
H -2.770 0.197 -0.585
```

Computed properties:
total charge: -1
lowest unoccupied orbital energy: 3.5 eV
SMILES: CN1C(=O)C(C(=O)Br)=C1[O-]
DFT total energy: -82908.9768 eV
relative energy (zero: lowest compared OMol25 entry of this formula, charge and spin): 50.07 kcal per mole
spin multiplicity: 1
HOMO-LUMO gap: 7.66 eV
HOMO: -0.1535 Eh

Löwdin atomic charges, in units of e: -0.801, -0.029, -0.351, -0.490, -0.028, -0.068, -0.036, 0.037, -0.002, 0.519, 0.117, 0.059, 0.073